The following is a DFT calculation (ωB97M-V/def2-TZVPD) of C3H4N4 in the gas phase at a distorted geometry.

Results
- 2S+1: 1
- Orbital gap: 9.1 eV
- Total charge: 0
- Highest occupied orbital energy: -8.819 eV
- F_max: 3.37 eV/A
- Structure (SMILES): Nc1cncnn1

Element x y z (Å)
N1 1.97419 -0.23675 -0.49120
C1 0.62284 -0.20066 -0.20132
C2 0.11447 0.79257 0.61225
N2 -1.18979 0.71705 0.95434
C3 -2.02357 -0.08797 0.37159
N3 -1.67895 -0.92915 -0.74032
N4 -0.43479 -1.03767 -1.03194
H1 2.55075 0.60395 -0.47104
H2 2.41665 -1.04266 -0.89538
H3 0.65471 1.65712 1.04405
H4 -3.00651 -0.23583 0.84897

---

The following is a DFT calculation (ωB97M-V/def2-TZVPD) of a molecular structure, C20H31BFeN7 at a distorted geometry.

Results
- 2S+1: 5
- Orbital gap (spin up / spin down): 9.4 / 8.6 eV
- Total charge: +1
- Expectation value of S²: 6.02
- Highest occupied orbital energy (spin up / spin down): -11.395 / -11.262 eV
- F_max: 4.71 eV/A

Element x y z (Å)
Fe1 0.53307 0.22752 0.21988
C1 0.64810 -3.33444 1.13176
C2 -0.50614 -2.39036 1.36243
C3 -1.64454 -2.64671 2.15692
C4 -2.58575 -1.61330 1.86598
C5 -3.98088 -1.41656 2.42161
N1 -2.00354 -0.73211 0.99652
N2 -0.65256 -1.18074 0.76210
B1 -2.17582 0.87393 0.86937
N3 -1.74951 1.27652 -0.62035
N4 -0.47722 1.03527 -1.21500
C6 -0.37627 1.68028 -2.37332
C7 0.77792 1.47960 -3.29775
C8 -1.56904 2.36293 -2.55674
C9 -2.37991 2.13247 -1.39202
C10 -3.83976 2.52582 -1.15455
N5 -1.14082 1.56795 1.92710
N6 0.23127 1.50781 1.67009
C11 0.90854 1.98672 2.72845
C12 2.40518 2.11619 2.84648
C13 0.02187 2.48519 3.62317
C14 -1.26889 2.20518 3.14589
C15 -2.60537 2.53096 3.77429
H1 1.04460 -3.58015 2.12840
H2 1.42853 -2.83124 0.53919
H3 0.29471 -4.26514 0.65734
H4 -1.78303 -3.57308 2.74634
H5 -4.64799 -2.26049 2.27334
H6 -4.44101 -0.45325 2.13334
H7 -3.77608 -1.31403 3.48432
H8 -3.19870 1.23068 1.28711
H9 1.11151 2.54509 -3.39558
H10 0.39666 1.22989 -4.27323
H11 1.58495 0.94731 -2.86301
H12 -1.73380 2.87991 -3.52081
H13 -4.17475 3.07402 -2.10540
H14 -3.83385 3.16431 -0.24484
H15 -4.50301 1.70437 -0.92387
H16 2.80603 2.61478 1.96185
H17 2.81040 1.06770 2.85536
H18 2.67451 2.72191 3.72296
H19 0.30657 2.97474 4.53197
H20 -2.37294 2.61196 4.85940
H21 -3.43499 1.94213 3.42685
H22 -2.84722 3.51717 3.33961
C16 4.03296 -3.29581 -2.33623
C17 3.30241 -2.00256 -2.63622
C18 4.16928 -0.92644 -3.19592
C19 2.15185 -2.29882 -3.55146
C20 2.67152 -1.44794 -1.35986
N7 2.01163 -0.86435 -0.57206
H23 4.23210 -3.82338 -3.24183
H24 3.36247 -3.88651 -1.76139
H25 4.93982 -3.15416 -1.74281
H26 4.77899 -1.28626 -4.03354
H27 4.92078 -0.54651 -2.47849
H28 3.55148 -0.04651 -3.35480
H29 2.51421 -2.83116 -4.39808
H30 1.65238 -1.35534 -3.86527
H31 1.42713 -2.86298 -2.98497

---

The following is a DFT calculation (ωB97M-V/def2-TZVPD) of 2 unconnected molecules or ions with the total composition C14H16O2 at a distorted geometry.

Results
- 2S+1: 2
- Orbital gap (spin up / spin down): 2.7 / 6.7 eV
- Total charge: -1
- Expectation value of S²: 0.76
- Highest occupied orbital energy (spin up / spin down): 0.329 / -3.695 eV
- F_max: 5.30 eV/A

Element x y z (Å)
C1 -0.59241 4.39965 2.33238
C2 -2.10525 3.16135 0.64463
C3 -0.80911 3.40633 1.26408
C4 -2.23754 2.31050 -0.43328
C5 0.25391 2.60715 0.71843
C6 -1.12385 1.70727 -0.94651
C7 0.12630 1.79360 -0.32539
O1 -1.36891 0.88086 -1.98915
H1 -3.06250 3.48800 1.06509
H2 -3.31333 1.89197 -0.69965
H3 0.31691 5.03849 2.16706
H4 -0.40231 3.83171 3.35225
H5 1.25667 2.79053 1.24328
H6 0.84480 0.94153 -0.59162
H7 -0.67282 0.18524 -2.19255
H8 -1.45584 5.10197 2.59327
C8 -1.38494 -3.80400 -0.22279
C9 2.20129 -2.57708 0.46775
C10 2.50296 -2.10295 -0.80161
C11 0.82762 -3.01786 0.78214
C12 -0.04682 -2.99782 -0.32916
C13 1.62550 -1.92751 -1.80744
C14 0.24900 -2.27644 -1.46939
O2 3.80974 -1.58975 -0.85276
H9 2.91726 -2.58098 1.17351
H10 0.66562 -3.31357 1.82827
H11 2.07784 -1.29169 -2.60091
H12 4.58660 -1.89546 -1.34509
H13 -2.25938 -3.11230 -0.00404
H14 -1.29325 -4.61428 0.46584
H15 -0.47948 -2.25333 -2.19058
H16 -1.65426 -4.18116 -1.29605

---

The following is a DFT calculation (ωB97M-V/def2-TZVPD) of C18H21FN4O3S2 in the gas phase at a distorted geometry.

Results
- 2S+1: 1
- Orbital gap: 8.7 eV
- Total charge: 0
- Highest occupied orbital energy: -8.748 eV
- F_max: 14.14 eV/A
- Structure (SMILES): COCCSc1nnc(NC(=O)[C@H]2CC(=O)N(CCc3ccc(F)cc3)C2)s1

Element x y z (Å)
C1 2.28923 0.19372 -6.58860
O1 1.90116 0.26916 -5.39100
C2 0.47610 0.32389 -5.08924
C3 -0.10150 1.87034 -5.20961
S1 -1.78124 1.75324 -5.14755
C4 -1.94890 1.65408 -3.41375
N1 -1.12181 1.63857 -2.59872
N2 -1.32564 1.42977 -1.41450
C5 -2.57416 1.54110 -1.14208
N3 -3.48338 1.68862 0.11569
C6 -2.94899 1.54745 1.24168
O2 -3.71261 1.64598 2.23391
C7 -1.55191 1.64740 1.57910
C8 -1.20493 2.21119 2.97093
C9 0.18885 1.57000 3.14926
O3 0.84442 1.63669 4.19812
N4 0.36623 0.56876 2.44736
C10 1.61165 -0.33302 2.40952
C11 0.99804 -1.79744 3.01071
C12 2.01312 -2.78154 3.43384
C13 2.30468 -3.68722 2.42985
C14 3.58908 -4.48008 2.54947
C15 4.35031 -4.18788 3.79693
F1 5.44906 -4.93195 3.92664
C16 3.98397 -3.32583 4.62837
C17 2.81952 -2.44051 4.57507
C18 -0.74474 0.18489 1.44857
S2 -3.51389 1.56650 -2.65326
H1 1.79880 -0.46148 -7.25686
H2 3.25275 0.12477 -6.50410
H3 2.32099 1.26599 -7.09056
H4 -0.08689 -0.35018 -5.82313
H5 0.17632 0.02783 -4.03096
H6 0.27499 2.34965 -4.50682
H7 -0.01933 1.88276 -6.19772
H8 -4.51748 1.44585 0.06020
H9 -1.23957 2.46846 0.81457
H10 -1.01998 3.06372 3.00471
H11 -1.92685 1.95611 3.72435
H12 1.74117 -0.60599 1.41906
H13 2.00803 0.08715 3.22649
H14 0.23646 -2.43545 2.49256
H15 0.23231 -1.59265 4.06651
H16 1.79487 -3.84387 1.54945
H17 3.59909 -5.46907 1.88285
H18 4.70648 -3.28244 5.38051
H19 2.60729 -1.72292 5.26085
H20 -1.40649 -0.51585 1.62041
H21 -0.40667 0.03506 0.43370

---

The following is a DFT calculation (ωB97M-V/def2-TZVPD) of 3 unconnected molecules or ions with the total composition C2H9NO4 at a distorted geometry.

Results
- 2S+1: 2
- Orbital gap (spin up / spin down): 10.3 / 5.2 eV
- Total charge: +1
- Expectation value of S²: 0.76
- Highest occupied orbital energy (spin up / spin down): -14.727 / -14.710 eV
- F_max: 1.47 eV/A

Element x y z (Å)
O1 -0.31712 0.83564 -0.65904
C1 -0.60485 -0.28039 -0.43248
O2 -1.77297 -0.73629 0.06450
C2 0.47975 -1.40752 -0.60180
N1 1.35226 -1.35287 0.50872
H1 -1.87627 -0.46524 0.99341
H2 0.00268 -2.38843 -0.63543
H3 1.07785 -1.20507 -1.48537
H4 1.01229 -1.58341 1.43733
H5 2.29724 -1.69935 0.34179
H6 2.65285 1.22211 0.22019
H7 1.88407 2.35317 -0.45994
O3 2.55812 1.68197 -0.61890
H8 -3.50802 1.17552 0.35291
H9 -2.23309 1.96768 0.19995
O4 -3.00481 1.88248 0.77416

---

The following is a DFT calculation (ωB97M-V/def2-TZVPD) of a molecular structure, C5H8O.

Results
- 2S+1: 1
- Orbital gap: 10.4 eV
- Total charge: 0
- Highest occupied orbital energy: -9.438 eV
- F_max: 0.52 eV/A

Element x y z (Å)
C1 1.80859 -0.39070 0.15714
C2 0.48799 0.30586 -0.08555
C3 -0.70164 -0.22816 -0.95023
C4 -1.68949 0.41834 0.06834
C5 -0.53607 0.22345 1.03423
O1 -0.46010 -0.24340 2.14110
H1 2.22739 0.00901 1.08786
H2 1.67691 -1.46692 0.29916
H3 2.53388 -0.22275 -0.64415
H4 0.63942 1.35830 -0.35820
H5 -0.77316 0.11330 -1.98458
H6 -0.74912 -1.32222 -0.90862
H7 -1.81511 1.47898 -0.17750
H8 -2.64949 -0.03309 0.32100

---

Q: What is the formula in the first record?
A: C3H4N4